1.
A 2-piece molecular cluster, C2H9NS2 overall. Source: the Open Molecules 2025 dataset; level of theory: ωB97M-V with the def2-TZVPD basis set.

Results
**HOMO energy**: -8.12 eV
**Calculated total energy**: -932.6762 Ha
**SMILES**: CNC.SS
**Molecular weight**: 111.23 g mol⁻¹
**Energy relative to the best compared isomer or geometry (same formula, charge and spin)**: 30.03 kcal per mole
**F_max**: 0.78 eV/A

The geometry in XYZ format:
```
14
Properties=species:S:1:pos:R:3:forces:R:3
C -4.251490 0.965581 0.148288 -0.441 -0.141 -0.082
N -2.924027 0.691900 -0.307912 0.125 -0.240 0.661
C -2.687955 -0.015784 -1.526243 0.039 0.230 -0.511
H -4.968733 0.720602 -0.633909 -0.032 -0.114 -0.091
H -4.415400 2.018038 0.349485 0.036 0.353 0.170
H -4.553093 0.399103 1.042784 0.120 0.032 -0.079
H -2.188611 1.183633 0.164003 0.111 -0.080 -0.346
H -2.704039 0.627026 -2.416397 -0.087 0.059 -0.112
H -1.727308 -0.522097 -1.550223 0.193 -0.059 0.261
H -3.445681 -0.784641 -1.681716 -0.051 -0.033 0.130
S 2.766371 -1.342449 0.306328 0.001 -0.304 -0.087
S 2.184498 0.635976 0.481544 -0.020 0.759 -0.177
H 4.048490 -0.996079 0.476717 0.018 -0.139 0.119
H 0.901644 0.454589 0.808061 -0.012 -0.323 0.146
```
Forces are in eV/Å.

2.
A 2-piece molecular cluster, C9H14 overall at a distorted geometry. Source: the Open Molecules 2025 dataset; level of theory: ωB97M-V with the def2-TZVPD basis set.

Results
**HOMO energy (spin up / spin down)**: 1.04 / -3.55 eV
**Total charge**: -1
**Calculated total energy**: -351.2693 Ha
**Molecular weight**: 122.21 g mol⁻¹
**Energy relative to the best compared isomer or geometry (same formula, charge and spin)**: 6.27 kcal per mole
**F_max**: 1.18 eV/A
**2S+1**: 2

The geometry in XYZ format:
```
23
Properties=species:S:1:pos:R:3:forces:R:3
C -1.025761 1.970809 -3.049816 0.209 0.188 -0.623
C -1.929788 0.974057 -3.790210 -0.587 0.876 0.531
H -0.822195 2.851036 -3.663627 -0.205 0.094 -0.120
H -1.476598 2.330631 -2.126906 0.228 -0.185 0.112
H -0.033008 1.559984 -2.891726 -0.071 -0.210 0.595
H -2.650329 0.535614 -3.099653 0.326 -0.467 0.092
H -2.579840 1.520894 -4.472697 0.140 -0.078 -0.422
H -1.363889 0.216118 -4.311574 -0.037 -0.220 -0.154
C 0.262696 -2.543093 3.078801 -0.129 0.037 0.014
C 0.791340 1.059679 1.936842 -0.061 0.242 0.235
C 1.286997 0.844097 0.635120 0.055 0.464 -0.205
C 0.416618 -0.068066 2.707379 -0.352 -0.969 -0.049
C 0.652224 -1.349752 2.239781 0.001 0.285 0.569
C 1.589743 -0.411185 0.179351 -0.659 -0.240 0.111
C 1.338929 -1.535151 1.021697 0.231 -0.323 -0.116
H 0.454754 2.040707 2.233174 0.091 0.190 0.049
H 1.400297 1.720063 -0.003260 0.097 -0.157 -0.109
H -0.118930 0.011151 3.655935 0.145 0.255 -0.113
H 1.842336 -0.592949 -0.855559 0.354 0.161 -0.174
H -0.440199 -3.220637 2.581455 0.044 0.082 -0.195
H -0.234629 -2.214218 3.996759 0.158 -0.042 0.030
H 1.501455 -2.541658 0.660857 0.036 -0.104 -0.094
H 1.137778 -3.158134 3.337878 -0.015 0.120 0.036
```
Forces are in eV/Å.

3.
One molecule with the formula C3H2BrNO2 at a distorted geometry. Source: the Open Molecules 2025 dataset; level of theory: ωB97M-V with the def2-TZVPD basis set.

Results
**HOMO energy (spin up / spin down)**: -6.25 / -10.66 eV
**Calculated total energy**: -2894.5627 Ha
**Molecular weight**: 163.96 g mol⁻¹
**Energy relative to the best compared isomer or geometry (same formula, charge and spin)**: 46.66 kcal per mole
**F_max**: 7.51 eV/A
**2S+1**: 3

The geometry in XYZ format:
```
9
Properties=species:S:1:pos:R:3:forces:R:3
C 1.096985 -0.838671 -0.206338 -0.981 2.015 0.981
C -0.253547 0.243772 1.059904 3.723 -1.886 -6.247
C -0.671231 0.623628 -0.376833 3.862 -1.339 -1.165
N 0.952167 -0.444206 1.004542 -1.112 -0.195 0.638
O -0.803322 0.610434 2.045696 -3.575 2.562 5.548
O 0.371696 -0.400686 -1.194132 -2.374 2.369 1.141
Br -2.244880 0.038490 -1.057135 -2.467 -0.005 -0.359
H 1.837069 -1.418718 -0.482307 3.739 -3.078 -1.143
H -0.284938 1.585958 -0.793397 -0.816 -0.441 0.608
```
Forces are in eV/Å.

4.
A 9-piece molecular cluster, C45H115N9O16 overall at a distorted geometry. Source: the Open Molecules 2025 dataset; level of theory: ωB97M-V with the def2-TZVPD basis set.

Results
**HOMO energy**: -8.24 eV
**Calculated total energy**: -3479.6018 Ha
**SMILES**: COCCNCCOC.COCCNCCOC.COCCNCCOC.COCCNCCOC.COCCNCCOC.COCCNCCOC.COCCNCCOC.NC(N)=O.CCO
**Molecular weight**: 1038.46 g mol⁻¹
**Energy relative to the best compared isomer or geometry (same formula, charge and spin)**: 90.75 kcal per mole
**F_max**: 4.06 eV/A

The geometry in XYZ format:
```
185
Properties=species:S:1:pos:R:3:forces:R:3
C -25.587107 16.161917 -22.694562 -1.403 -0.348 0.773
O -24.614169 16.047593 -23.620503 3.325 1.143 -1.661
C -24.050369 17.329144 -23.965545 -0.197 -0.251 -0.737
C -23.185907 17.175307 -25.228518 -2.205 -1.951 2.792
N -22.472930 18.352023 -25.467722 0.343 1.337 -0.016
C -21.616715 18.122225 -26.579255 1.094 0.310 -1.447
C -20.718497 19.356673 -27.013541 -0.373 -2.533 0.618
O -21.337225 20.090585 -28.025144 1.410 0.940 -0.976
C -20.566345 20.118541 -29.264912 -1.608 -0.109 -0.342
H -26.431254 16.525966 -23.280217 -0.969 -0.036 0.884
H -25.360058 16.812031 -21.849644 0.085 0.429 -0.068
H -25.694685 15.165213 -22.266649 -0.696 -0.035 -0.077
H -23.458568 17.744081 -23.149640 0.097 -0.136 0.335
H -24.805367 18.073651 -24.218102 -0.538 -0.043 0.285
H -23.916007 16.843358 -25.966671 0.464 0.365 -0.669
H -22.599624 16.307775 -24.925578 0.724 -0.400 -0.676
H -21.829995 18.463160 -24.696763 -0.204 0.392 0.525
H -22.243306 17.735268 -27.382846 0.054 0.612 -0.535
H -21.032268 17.232848 -26.343596 0.931 -0.072 -0.047
H -19.750607 18.958608 -27.318192 0.016 -0.197 -0.507
H -20.425612 19.890001 -26.109170 -0.610 0.769 0.067
H -19.483239 20.240049 -29.250337 -0.008 -0.068 0.845
H -20.955778 20.911733 -29.903115 -0.108 0.355 0.436
H -20.827353 19.233518 -29.845175 0.320 -0.448 0.144
C -19.450629 20.980544 -10.343110 0.386 1.239 0.218
O -19.973982 19.681199 -10.313830 0.049 -0.288 0.156
C -20.827521 19.422746 -9.194863 0.398 0.247 0.529
C -20.056044 18.822430 -8.023031 0.902 0.119 0.286
N -19.632465 17.438885 -8.092568 -0.514 -1.897 -0.018
C -20.733890 16.488227 -8.235911 -2.108 -0.911 -0.092
C -20.433652 14.934690 -8.246676 0.557 2.309 0.574
O -19.860040 14.698405 -9.497001 -0.231 -0.062 -0.798
C -19.083250 13.553483 -9.601900 1.276 -0.447 0.319
H -18.869071 21.337597 -9.493165 -0.423 -0.564 1.132
H -20.244154 21.712899 -10.491725 -0.145 0.108 -0.152
H -18.652923 21.184804 -11.057290 -0.508 -0.927 -0.981
H -21.662705 18.792765 -9.500966 0.224 -0.167 -0.301
H -21.292469 20.325299 -8.798222 0.026 0.457 -0.300
H -20.526758 19.020263 -7.060016 -0.732 -0.404 -0.063
H -19.127793 19.364370 -7.842022 0.154 0.421 -0.578
H -19.119905 17.229629 -8.937307 0.709 0.685 -0.096
H -21.297762 16.701922 -9.143918 0.155 -0.282 -0.759
H -21.560793 16.673122 -7.550240 0.412 0.090 0.952
H -21.279727 14.272251 -8.063825 -0.508 0.322 -0.157
H -19.764572 14.781812 -7.399883 0.599 -0.316 -0.065
H -18.159398 13.720317 -9.048038 0.229 -0.210 0.348
H -18.740908 13.356045 -10.617734 -0.483 0.369 -0.263
H -19.527698 12.627866 -9.236099 -0.449 0.032 0.152
C -16.083762 23.788442 -17.155175 -0.945 1.694 0.708
O -15.897488 22.585061 -16.479616 0.447 -0.605 -1.581
C -15.099501 21.742277 -17.346753 -0.283 -1.365 0.697
C -15.622352 20.302167 -17.168581 1.199 0.096 0.659
N -16.917248 20.069252 -17.679107 -1.662 -0.895 -0.846
C -17.448871 18.751269 -17.225505 -1.232 -0.476 0.509
C -18.993768 18.564138 -17.484862 1.698 0.813 1.422
O -19.523187 19.797607 -17.120681 -2.721 2.191 -1.183
C -19.723902 20.303421 -15.802103 2.263 0.209 -0.015
H -16.804024 24.401002 -16.612870 -0.201 -0.181 0.345
H -16.522418 23.701860 -18.149243 0.302 -0.344 -0.236
H -15.199877 24.426288 -17.157711 0.460 -0.217 -0.376
H -14.058027 21.805078 -17.031351 0.122 -0.098 0.145
H -15.114599 22.037672 -18.395859 -0.442 0.234 -0.016
H -15.701054 20.160474 -16.090702 0.774 -0.251 0.502
H -14.990833 19.534123 -17.615110 0.646 0.250 0.220
H -17.461155 20.829508 -17.296673 -0.828 -0.270 -0.129
H -17.429217 18.592193 -16.147358 0.552 0.622 0.573
H -16.892347 17.868324 -17.539811 0.381 0.333 -0.763
H -19.476230 17.867052 -16.799738 0.619 -0.918 -0.035
H -19.213384 18.284243 -18.515168 -0.337 0.544 -0.072
H -20.361837 19.789569 -15.083019 -0.063 -0.478 -0.395
H -19.962813 21.366736 -15.782575 -1.041 -0.203 -0.998
H -18.718168 20.455816 -15.410462 0.342 -0.797 0.901
C -19.450815 16.378505 -12.230313 1.734 -1.442 -0.876
O -20.453232 16.675269 -13.123706 -2.102 0.360 -1.209
C -20.560652 15.933675 -14.396978 0.087 1.759 1.387
C -21.792480 16.540815 -15.230574 1.988 -0.782 0.368
N -21.709163 16.076572 -16.638008 -1.128 -0.339 0.744
C -23.093044 15.853651 -17.126532 0.310 0.274 -0.333
C -23.751823 17.182844 -17.645480 -0.510 -1.353 0.538
O -23.094894 17.705173 -18.762773 -0.395 0.025 -0.549
C -23.262273 16.815433 -19.882335 1.665 0.371 0.869
H -19.433436 17.016590 -11.346775 -0.396 -0.026 -0.259
H -18.480586 16.401137 -12.726539 0.603 1.108 -0.262
H -19.371530 15.318477 -11.989194 -1.022 -0.389 0.778
H -20.557124 14.868945 -14.163651 -0.756 -0.229 -0.201
H -19.597253 16.091042 -14.881964 -0.037 0.214 -0.662
H -21.750284 17.629986 -15.235872 0.253 0.086 0.545
H -22.760369 16.257720 -14.816860 0.233 -0.127 0.229
H -21.319759 16.825387 -17.192751 0.147 0.139 -0.182
H -23.692775 15.363744 -16.359450 -0.043 0.530 0.263
H -23.013580 15.044446 -17.852454 -0.302 0.404 -0.705
H -23.849132 17.943138 -16.870509 0.714 0.068 0.183
H -24.798766 17.023824 -17.903790 -0.297 -0.487 -0.145
H -22.880553 17.368404 -20.740601 -0.446 -0.161 -0.149
H -24.262702 16.394455 -19.982445 -0.140 0.371 -0.045
H -22.564714 16.005771 -19.667929 -0.106 -0.420 -0.587
C -25.594349 28.519701 -15.194535 -1.999 -0.345 0.786
O -24.736891 27.661133 -15.838878 -0.127 -1.275 -0.648
C -25.451134 26.621226 -16.539806 1.568 -0.721 -1.760
C -24.697269 25.316217 -16.292229 -0.068 -0.361 2.102
N -25.285348 24.097336 -16.843942 -0.175 0.504 -1.183
C -25.147982 24.156510 -18.309810 0.260 -0.239 1.067
C -25.397597 22.762039 -18.861348 -0.081 0.295 -1.680
O -24.427322 21.859847 -18.346419 -0.160 1.758 0.954
C -24.426423 20.589961 -18.908564 0.315 0.046 0.014
H -26.378130 28.872238 -15.864995 0.428 1.172 -0.489
H -25.094889 29.253192 -14.561591 0.127 0.112 -0.585
H -26.270080 27.952514 -14.554384 0.179 -0.343 0.878
H -25.321598 26.809181 -17.605635 -0.087 0.558 -0.244
H -26.525672 26.459417 -16.454435 -0.127 0.574 1.083
H -24.709820 25.225027 -15.206126 0.076 -0.208 0.225
H -23.643978 25.481338 -16.518993 0.220 -0.060 -0.485
H -24.718374 23.267391 -16.744872 0.362 0.040 1.605
H -24.091125 24.357785 -18.484873 0.248 0.315 -0.616
H -25.734727 25.025556 -18.607459 -0.267 -0.648 -0.986
H -25.254703 22.774765 -19.941865 0.159 0.247 -0.401
H -26.435626 22.437674 -18.787926 -0.137 -0.301 0.833
H -25.316567 20.083070 -18.535975 0.003 -0.645 -0.383
H -23.493869 20.112783 -18.607342 -0.299 -0.212 0.227
H -24.371904 20.664833 -19.994614 -0.408 -0.194 -0.275
C -29.875729 16.185547 -15.813760 1.839 -0.130 -1.149
O -28.562473 15.561375 -16.077805 -2.363 -1.920 2.483
C -27.571308 16.287158 -16.686260 0.120 1.192 -0.178
C -26.811288 17.259271 -15.729480 -0.466 -0.158 -1.411
N -25.797018 16.567777 -14.900824 -1.322 0.360 -0.456
C -26.461984 15.643463 -13.961496 0.235 -0.028 1.106
C -25.500001 15.246816 -12.815407 0.390 1.017 -1.509
O -24.857994 16.427760 -12.345400 0.875 -0.637 2.442
C -23.931254 16.115811 -11.213352 -0.273 1.028 -1.165
H -30.298581 16.318713 -16.809526 -0.311 0.591 0.051
H -29.738331 17.112276 -15.256616 -0.138 0.148 -0.193
H -30.571032 15.550288 -15.265041 0.690 -0.437 0.089
H -28.104786 16.697310 -17.543738 0.666 1.219 -0.379
H -26.856068 15.581659 -17.109113 0.134 -0.174 0.204
H -27.506083 17.905095 -15.192565 -0.653 -0.607 0.862
H -26.376934 18.084081 -16.294410 0.839 -0.432 -0.545
H -25.480631 17.351799 -14.348276 0.726 -0.253 0.550
H -26.827443 14.712961 -14.395904 0.335 0.094 -0.544
H -27.374664 16.097818 -13.575903 -0.123 0.257 0.382
H -24.704901 14.678658 -13.298216 0.018 -0.706 0.177
H -26.005493 14.682505 -12.031735 -0.013 -0.008 0.063
H -23.104483 15.468730 -11.506319 -0.250 -0.354 -0.350
H -24.398717 15.736966 -10.304472 -0.550 -0.238 -0.302
H -23.434463 17.041088 -10.921538 -0.282 0.247 -0.270
C -20.014895 28.826116 -10.946058 0.863 0.345 0.386
O -19.766806 27.799044 -11.879420 -1.391 -0.518 -0.441
C -20.966623 27.126755 -12.316961 0.617 -1.522 -0.499
C -20.613781 25.703226 -12.909819 -0.430 0.596 2.105
N -21.823960 24.868796 -13.041269 0.829 1.209 -1.224
C -21.437833 23.618848 -13.665041 -2.352 -0.955 0.588
C -22.743999 22.836561 -14.030498 0.940 1.765 -0.970
O -22.311153 21.686355 -14.655437 -0.934 -2.230 -0.387
C -23.361093 20.759878 -15.097356 1.198 0.563 0.891
H -20.130148 29.814639 -11.390623 -0.475 -0.026 -0.393
H -19.116193 28.936451 -10.339218 0.147 -0.221 0.051
H -20.824441 28.624995 -10.244415 -0.279 -0.187 -0.202
H -21.620361 27.663561 -13.004382 0.399 0.522 -0.242
H -21.602296 26.878020 -11.467163 -0.003 0.215 0.444
H -20.064454 25.219479 -12.102137 0.874 0.170 0.055
H -19.970482 25.667213 -13.789005 -0.442 0.360 -0.174
H -22.265535 24.782147 -12.137056 0.067 -0.340 0.016
H -20.998542 22.883782 -12.990654 0.960 0.195 0.229
H -20.776719 23.837412 -14.503653 -0.299 -0.288 -0.101
H -23.350677 23.416810 -14.725734 -0.171 0.306 -0.037
H -23.332699 22.725470 -13.119894 -0.084 -0.517 0.273
H -23.818239 21.092718 -16.029205 0.015 0.005 -0.007
H -24.103236 20.596072 -14.316021 -0.229 0.403 0.113
H -22.873978 19.788963 -15.187637 0.124 0.108 -0.445
N -16.853533 14.402015 -14.426355 -1.907 -1.158 0.720
C -16.165101 15.138398 -15.290451 1.051 0.650 2.852
N -15.722755 14.367110 -16.288038 1.593 0.548 -2.862
O -15.784472 16.244233 -14.924987 0.027 0.523 -1.720
H -17.034286 14.853659 -13.541220 -0.050 -0.648 -0.051
H -16.755477 13.413698 -14.609962 -0.532 0.097 1.062
H -16.240227 13.618450 -16.726022 -0.115 0.304 0.309
H -15.098996 14.881145 -16.893678 -0.080 -0.304 -0.285
C -18.064795 13.883165 -19.228442 0.425 0.046 1.857
C -19.235055 14.691546 -18.724929 -0.381 0.055 -2.098
O -20.193426 13.858975 -18.120685 0.367 -0.211 0.323
H -18.420098 12.944225 -19.652986 0.266 0.122 -0.091
H -17.569696 13.737355 -18.268380 0.537 -1.034 -0.164
H -17.317840 14.411565 -19.820850 -0.484 0.087 -0.368
H -19.712495 15.065960 -19.630445 -0.134 0.954 -0.028
H -18.942445 15.486934 -18.039491 0.175 0.204 -0.143
H -20.722204 14.530934 -17.684270 -0.853 -0.126 0.893
```
Forces are in eV/Å.